1.
C37H43CuN7 | wB97M-V/def2-TZVPD

CARTESIAN COORDINATES (ANGSTROEM)
Cu 0.291 0.055 0.281
N 1.639 1.752 0.325
C 2.620 1.748 1.422
C 1.990 1.967 2.794
C 1.033 0.884 3.282
N -0.225 0.917 2.545
H 2.113 1.730 -0.573
H 1.090 2.604 0.353
H 3.395 2.508 1.272
H 3.116 0.774 1.411
H 1.473 2.937 2.806
H 2.808 2.055 3.513
H 0.904 0.985 4.366
H 1.481 -0.097 3.102
H -0.776 1.740 2.760
H -0.788 0.091 2.710
C 1.062 -2.846 1.297
N 0.119 -1.822 0.940
C -1.188 -2.268 0.793
C -2.519 -0.838 -0.343
C -3.850 -0.471 -0.908
C -3.794 0.795 -1.316
C -2.426 1.261 -1.022
N -1.681 0.367 -0.496
C 1.875 -3.370 0.125
C 1.368 -4.380 -0.693
C 2.077 -4.835 -1.795
C 3.315 -4.281 -2.106
C 3.835 -3.280 -1.297
C 3.118 -2.835 -0.190
H 0.547 -3.713 1.741
H 1.773 -2.492 2.058
H -1.357 -3.265 1.226
H -4.696 -1.139 -0.961
H -4.582 1.382 -1.766
H -2.039 2.257 -1.218
H 0.404 -4.818 -0.449
H 1.669 -5.629 -2.409
H 3.875 -4.636 -2.963
H 4.803 -2.849 -1.527
H 3.529 -2.057 0.447
C 1.956 -3.559 -5.607
C 0.508 -3.178 -5.747
C -0.207 -3.491 -6.895
C -1.539 -3.131 -7.051
C -2.163 -2.417 -6.041
C -1.468 -2.081 -4.888
C -0.141 -2.476 -4.721
N 0.611 -2.160 -3.570
C 0.110 -1.540 -2.407
N -0.917 -2.275 -1.873
C -1.828 -2.196 -0.733
C -2.383 -1.335 1.099
C -3.568 -1.878 1.778
C -4.201 -2.933 1.276
C -3.839 -3.597 0.009
C -2.886 -3.308 -0.891
C -2.834 -4.193 -2.116
N 0.615 -0.459 -1.951
C 1.575 0.220 -2.728
C 2.921 0.110 -2.382
C 3.896 0.816 -3.075
C 3.531 1.652 -4.120
C 2.188 1.773 -4.455
C 1.195 1.072 -3.778
C -0.250 1.217 -4.173
H 2.262 -4.210 -6.424
H 2.141 -4.071 -4.662
H 2.611 -2.681 -5.626
H 0.297 -4.040 -7.682
H -2.075 -3.397 -7.952
H -3.195 -2.107 -6.148
H -1.952 -1.499 -4.115
H 1.578 -1.929 -3.742
H -0.887 -3.198 -2.268
H -3.911 -1.426 2.704
H -5.055 -3.337 1.807
H -4.473 -4.439 -0.246
H -3.675 -4.883 -2.109
H -1.926 -4.806 -2.151
H -2.869 -3.622 -3.045
H 3.181 -0.548 -1.561
H 4.938 0.709 -2.797
H 4.279 2.212 -4.665
H 1.896 2.434 -5.264
H -0.430 2.186 -4.639
H -0.906 1.114 -3.307
H -0.543 0.447 -4.890

The expectation value of S² is 0.754. Its multiplicity is 2.

2.
C13H23BN3O4 | wB97M-V/def2-TZVPD

CARTESIAN COORDINATES (ANGSTROEM)
B -0.610 1.276 -3.995
O -0.935 -0.148 -3.772
C -0.092 -0.669 -2.647
C 1.290 0.192 -2.833
C 1.875 1.050 -1.516
C 3.405 1.502 -1.633
C 4.077 2.387 -0.441
C 2.983 2.672 0.733
C 1.509 2.054 0.607
N 0.852 1.241 -0.455
O 0.859 1.329 -3.704
H -0.639 1.705 -5.109
H -1.289 2.019 -3.360
H -0.797 -0.471 -1.735
H 0.025 -1.806 -2.992
H 2.127 -0.377 -3.464
H 4.048 1.204 -2.572
H 5.185 2.763 -0.454
H 3.279 3.326 1.667
H 0.788 2.282 1.534
C -1.200 -4.594 -1.868
O -0.806 -4.036 -0.853
N -2.517 -4.864 -2.173
C -2.904 -5.530 -3.400
C -3.549 -4.468 -1.237
H -0.498 -4.936 -2.646
H -3.568 -4.871 -3.967
H -3.433 -6.454 -3.149
H -2.031 -5.771 -4.011
H -3.501 -3.385 -1.092
H -3.367 -4.961 -0.278
H -4.538 -4.746 -1.612
C 0.813 3.762 4.027
O 1.890 3.620 3.462
N 0.364 3.011 5.092
C -0.927 3.241 5.707
C 1.209 1.957 5.613
H 0.095 4.535 3.709
H -0.777 3.490 6.762
H -1.525 2.329 5.628
H -1.458 4.062 5.217
H 2.156 2.392 5.945
H 1.412 1.236 4.816
H 0.722 1.451 6.452

The total charge is -1.

3.
C35H33ClN4PdS2Si2 | wB97M-V/def2-TZVPD

CARTESIAN COORDINATES (ANGSTROEM)
C 1.721 4.127 0.696
C 2.777 3.401 1.334
C 3.436 2.614 0.341
H 3.012 3.409 2.398
C 2.802 2.865 -0.904
C 1.743 3.798 -0.697
H 1.088 4.207 -1.461
H 1.051 4.839 1.178
H 4.296 1.952 0.487
H 3.113 2.467 -1.883
Pd 1.430 2.096 0.503
Si 1.575 -1.593 -0.054
C 0.481 -2.699 1.021
C -0.432 -3.588 0.453
H -0.672 -3.527 -0.611
C -1.025 -4.589 1.233
H -1.769 -5.259 0.792
C -0.639 -4.750 2.565
H -1.042 -5.576 3.154
C 0.272 -3.857 3.131
H 0.581 -3.974 4.169
C 0.808 -2.818 2.369
H 1.520 -2.123 2.815
C 2.057 -2.982 -1.281
C 2.980 -3.944 -0.845
H 3.544 -3.757 0.062
C 3.182 -5.150 -1.521
H 3.867 -5.906 -1.122
C 2.497 -5.380 -2.721
H 2.619 -6.321 -3.247
C 1.660 -4.388 -3.240
H 1.156 -4.550 -4.199
C 1.453 -3.190 -2.530
H 0.811 -2.421 -2.966
H 2.568 -0.982 0.866
Si -2.554 -0.985 -1.037
C -0.809 -0.685 -1.723
C 0.390 -0.338 -0.910
H 0.070 0.134 0.040
C 1.608 0.087 -1.609
H 2.573 0.274 -1.090
C 1.619 0.153 -3.001
H 2.561 0.397 -3.499
C 0.470 -0.111 -3.737
H 0.498 -0.089 -4.833
C -0.734 -0.467 -3.087
H -1.642 -0.578 -3.686
C -2.533 -1.051 0.855
C -1.924 0.068 1.430
H -1.813 0.997 0.860
C -1.404 -0.031 2.727
H -0.665 0.695 3.063
C -1.845 -1.049 3.572
H -1.492 -1.103 4.606
C -2.733 -2.015 3.082
H -3.125 -2.779 3.755
C -3.043 -2.038 1.719
H -3.667 -2.836 1.312
H -3.286 -2.074 -1.597
Cl -3.741 0.605 -1.597
N -0.029 3.393 3.783
C -0.925 3.820 2.875
N -1.005 3.501 1.601
C -2.022 4.208 0.971
C -2.790 4.995 1.827
S -2.198 4.921 3.435
C -2.141 4.161 -0.464
C -2.968 4.985 -1.240
S -2.672 4.746 -2.910
C -1.432 3.554 -2.481
N -1.321 3.319 -1.191
N -0.661 2.984 -3.426
H -0.073 3.855 4.691
H 0.816 2.913 3.499
H -3.625 5.600 1.500
H -3.666 5.712 -0.834
H -0.697 3.321 -4.385
H 0.109 2.380 -3.149

The expectation value of S² is 2.034. Its multiplicity is 3.

4.
Cl4MgN2O22 | wB97M-V/def2-TZVPD

CARTESIAN COORDINATES (ANGSTROEM)
Mg 1.017 -0.268 -0.017
Cl -5.026 2.968 1.054
O -4.190 4.130 0.776
O -4.931 1.968 -0.001
O -4.870 2.496 2.406
O -6.306 3.507 0.956
Cl -1.801 -1.962 1.054
O -0.765 -0.891 0.647
O -1.228 -2.780 2.136
O -2.981 -1.467 1.592
O -1.911 -2.821 -0.098
Cl 0.443 -1.297 -3.614
O -0.333 -2.565 -3.473
O -0.017 -0.583 -4.766
O 0.309 -0.459 -2.456
O 1.827 -1.718 -3.739
Cl 3.338 -2.458 -0.199
O 4.404 -1.633 -0.616
O 3.338 -2.570 1.212
O 2.069 -1.716 -0.561
O 3.441 -3.688 -0.930
N 1.971 1.262 2.958
O 2.454 0.807 3.984
O 2.030 2.471 2.798
O 1.450 0.500 2.109
N 1.561 2.233 -0.801
O 0.423 1.771 -0.744
O 1.825 3.392 -1.116
O 2.458 1.372 -0.549

The total charge is -4.

5.
C28H27N6O2ReS2 | wB97M-V/def2-TZVPD

CARTESIAN COORDINATES (ANGSTROEM)
Re 0.012 -0.039 -0.238
C 1.523 2.446 -1.030
N 0.256 1.775 -1.418
C -0.922 2.703 -1.266
C -1.981 2.188 -0.325
C -3.112 2.934 -0.055
C -4.043 2.445 0.849
C -3.809 1.228 1.472
C -2.650 0.543 1.178
N -1.757 1.005 0.278
C 0.349 1.328 -2.849
C -0.791 0.391 -3.102
C -1.504 0.309 -4.280
C -2.561 -0.590 -4.361
C -2.875 -1.365 -3.254
C -2.111 -1.242 -2.112
N -1.076 -0.387 -2.039
C 2.578 1.399 -0.816
C 3.922 1.684 -0.913
C 4.849 0.708 -0.574
C 4.388 -0.525 -0.139
C 3.031 -0.759 -0.084
N 2.119 0.180 -0.431
H 1.349 2.972 -0.088
H 1.822 3.180 -1.780
H -1.356 2.889 -2.248
H -0.556 3.663 -0.900
H -3.258 3.890 -0.540
H -4.936 3.015 1.072
H -4.506 0.816 2.188
H -2.415 -0.397 1.656
H 1.306 0.818 -2.987
H 0.328 2.196 -3.509
H -1.248 0.946 -5.116
H -3.138 -0.673 -5.272
H -3.700 -2.064 -3.272
H -2.312 -1.836 -1.229
H 4.240 2.667 -1.234
H 5.909 0.913 -0.637
H 5.071 -1.308 0.159
H 2.658 -1.705 0.270
O 1.362 -3.741 3.628
C 1.135 -2.599 4.283
C 1.336 -2.613 5.666
C 1.123 -1.473 6.404
C 0.706 -0.280 5.795
C 0.506 -0.249 4.441
C 0.713 -1.404 3.654
C 0.496 -1.345 2.237
O 0.039 -0.201 1.698
N 0.705 -2.343 1.418
N 0.365 -2.020 0.105
C 0.608 -3.048 -0.717
S 0.589 -2.902 -2.436
C 1.367 -4.523 -2.739
C 0.907 -5.460 -1.644
S 1.024 -4.573 -0.062
H 1.163 -3.640 2.686
H 1.658 -3.536 6.128
H 1.283 -1.501 7.474
H 0.548 0.607 6.393
H 0.191 0.665 3.958
H 2.447 -4.382 -2.734
H 1.050 -4.856 -3.726
H 1.548 -6.338 -1.574
H -0.125 -5.783 -1.778

The expectation value of S² is 0.771. The total charge is +3. Its multiplicity is 2.

6.
C6H16NO3 | wB97M-V/def2-TZVPD

CARTESIAN COORDINATES (ANGSTROEM)
C 0.441 1.381 -1.162
N -0.511 0.775 -0.184
C -0.616 1.680 0.962
C 0.528 1.312 1.929
C 0.818 -0.195 1.578
C -0.048 -0.496 0.337
C -0.882 -1.701 0.438
O -0.320 -2.862 -0.307
H 0.666 0.738 -2.012
H 1.450 1.376 -0.717
H -0.016 2.306 -1.439
H -0.560 2.737 0.672
H -1.644 1.513 1.355
H 0.057 1.425 2.911
H 1.375 1.991 1.818
H 1.850 -0.455 1.319
H 0.577 -0.730 2.496
H 1.430 -1.023 -0.661
H -1.820 -1.481 -0.106
H -1.080 -2.067 1.467
H -1.651 -0.554 -3.007
H -1.659 0.527 -1.876
O -2.069 0.260 -2.722
H 0.515 -3.084 0.118
H 1.245 -2.015 -1.705
O 1.924 -1.357 -1.503

The total charge is -1.

7.
C4H10O | wB97M-V/def2-TZVPD

CARTESIAN COORDINATES (ANGSTROEM)
C 0.744 4.502 -0.581
O 1.831 3.717 -0.824
H -0.009 3.890 -0.049
H 0.915 5.490 -0.128
H 0.177 4.822 -1.464
H 2.294 3.369 0.022
C -0.400 -3.621 -0.376
C -0.514 -2.354 0.335
C -1.275 -2.308 1.396
H -1.166 -4.370 -0.494
H -0.142 -3.186 -1.436
H 0.552 -4.035 -0.103
H 0.299 -1.630 0.186
H -1.179 -1.364 1.895
H -2.127 -2.923 1.621

As for the SMILES: C=CC.CO.

8.
C5H7NO | wB97M-V/def2-TZVPD

CARTESIAN COORDINATES (ANGSTROEM)
O 0.335 -0.875 2.518
C 0.349 -1.655 1.595
C 0.769 -1.227 0.230
C 0.691 0.827 -0.810
C -0.739 0.583 -1.241
C -0.463 1.311 0.045
N 1.339 -0.097 0.081
H -0.235 -2.590 1.673
H 0.173 -1.694 -0.553
H 1.339 1.514 -1.358
H -1.137 -0.419 -1.193
H -1.152 1.158 -2.070
H -0.566 0.808 1.013
H -0.704 2.357 0.070

As for the SMILES: O=C/C=N/C1CC1.

Computed max |F|, in the same sequence as the records: 0.01101, 0.15852, 0.13553, 0.12260, 0.01662, 0.03848, 0.10144, 0.01185 hartree/bohr.
Computed DFT total energy, in the same sequence as the records: -3459.35828, -999.03176, -3535.85420, -3804.42267, -2435.99404, -518.62817, -233.55017, -324.59577 Eh.